Density functional theory data (ωB97M-V/def2-TZVPD) for C35H32BLiN3O5PS as an isolated structure.

Positions of all 79 atoms, in Å:
Li1 -1.309 -0.156 -0.445
O1 -3.384 0.016 -0.665
N1 -3.946 0.597 0.284
N2 -3.123 1.224 1.074
O2 -1.835 1.257 0.868
C1 -3.680 1.962 2.139
C2 -2.829 2.765 2.893
C3 -3.340 3.511 3.944
C4 -4.690 3.464 4.258
C5 -5.532 2.654 3.503
C6 -5.041 1.903 2.450
H1 -1.784 2.781 2.624
H2 -2.670 4.136 4.523
H3 -5.084 4.048 5.082
H4 -6.589 2.603 3.739
H5 -5.690 1.271 1.864
O3 0.033 0.914 -1.417
P1 0.315 2.242 -2.005
C7 1.338 3.130 -0.750
C8 0.929 2.991 0.577
C9 1.611 3.649 1.591
C10 2.704 4.453 1.297
C11 3.116 4.596 -0.020
C12 2.436 3.936 -1.037
C13 -1.035 3.438 -2.127
C14 -0.789 4.782 -2.387
C15 -1.839 5.689 -2.406
C16 -3.130 5.259 -2.136
C17 -3.372 3.920 -1.859
C18 -2.330 3.006 -1.867
C19 1.449 2.300 -3.416
C20 1.286 3.130 -4.520
C21 2.245 3.145 -5.520
C22 3.362 2.323 -5.430
C23 3.514 1.479 -4.341
C24 2.560 1.470 -3.332
H6 0.074 2.364 0.807
H7 1.286 3.527 2.618
H8 3.236 4.962 2.093
H9 3.973 5.215 -0.260
H10 2.775 4.049 -2.060
H11 0.223 5.131 -2.555
H12 -1.644 6.733 -2.621
H13 -3.950 5.969 -2.141
H14 -4.376 3.575 -1.643
H15 -2.514 1.958 -1.675
H16 0.390 3.727 -4.620
H17 2.101 3.778 -6.386
H18 4.101 2.325 -6.223
H19 4.370 0.818 -4.277
H20 2.668 0.807 -2.481
C25 3.402 -7.821 2.139
C26 2.143 -7.268 2.823
C27 2.580 -6.590 4.123
C28 1.217 -8.437 3.186
C29 1.412 -6.306 1.881
C30 1.004 -6.760 0.627
C31 0.320 -5.943 -0.276
C32 0.049 -4.647 0.105
O4 -0.586 -3.662 -0.562
B1 -0.614 -2.462 0.266
O5 0.070 -2.890 1.488
C33 0.448 -4.178 1.353
C34 1.122 -4.985 2.249
H21 3.941 -8.494 2.813
H22 4.070 -7.006 1.854
H23 3.151 -8.376 1.234
H24 3.118 -7.308 4.747
H25 1.722 -6.226 4.691
H26 3.242 -5.745 3.928
H27 1.716 -9.127 3.874
H28 0.921 -8.995 2.296
H29 0.307 -8.067 3.664
H30 1.218 -7.782 0.333
H31 0.012 -6.310 -1.247
H32 1.414 -4.576 3.207
S1 -1.528 1.987 -6.924
C35 -1.319 1.661 -5.311
N3 -1.138 1.486 -4.172

Values from the calculation:
* LUMO energy: 3.8 eV
* largest force on an atom: 1.01 eV/Å
* total charge: -2
* spin multiplicity: 1
* frontier orbital gap: 5.12 eV
* highest occupied orbital energy: -1.30 eV